C33H33LiN3O2S2 | ωB97M-V/def2-TZVPD

Results
Electronic energy = -65195.2099 eV
Largest force on an atom = 0.3 eV/Å
Spin multiplicity = 1
Energy above the lowest of the compared OMol25 structures with the same formula, charge and spin = 0.000 eV
Kohn-Sham gap = 0.3233 Eh
Total charge = +1

Last column: natural (NBO) charge in e.
Cartesian coordinates (Å):
Li 1.033 -0.086 0.463  0.85
C -0.107 -0.615 3.876  -0.65
C 1.352 -0.256 3.927  0.24
C 1.979 0.007 5.142  -0.24
C 3.322 0.325 5.140  -0.15
C 4.005 0.347 3.935  -0.23
C 3.317 0.046 2.768  0.17
N 2.006 -0.226 2.766  -0.45
C 3.998 0.001 1.438  0.19
C 5.383 -0.058 1.326  -0.22
C 5.947 -0.090 0.066  -0.16
C 5.121 -0.073 -1.042  -0.18
C 3.743 -0.038 -0.855  0.14
N 3.205 -0.001 0.368  -0.46
C 2.795 -0.040 -2.017  0.25
C 3.255 -0.027 -3.327  -0.26
C 2.338 -0.019 -4.364  -0.15
C 0.992 -0.017 -4.065  -0.25
C 0.595 -0.028 -2.730  0.23
C -0.869 -0.012 -2.392  -0.65
N 1.484 -0.045 -1.728  -0.50
H -0.700 0.038 4.520  0.22
H -0.262 -1.643 4.215  0.23
H -0.435 -0.532 2.843  0.22
H 1.414 -0.037 6.066  0.22
H 3.836 0.555 6.065  0.23
H 5.050 0.619 3.919  0.22
H 6.012 -0.102 2.201  0.23
H 7.022 -0.132 -0.054  0.23
H 5.557 -0.093 -2.028  0.21
H 4.309 -0.013 -3.557  0.22
H 2.680 -0.004 -5.391  0.23
H 0.244 -0.004 -4.848  0.23
H -1.435 0.508 -3.166  0.22
H -1.024 0.482 -1.440  0.23
H -1.257 -1.029 -2.321  0.23
O -0.136 -1.593 0.610  -1.04
S -1.210 -2.505 1.124  1.28
C -2.644 -1.422 1.492  -0.59
C -2.716 -0.244 0.527  -0.45
C -3.353 1.008 1.162  -0.41
C -2.365 1.866 1.955  -0.60
S -0.912 2.634 1.142  1.28
O -0.031 1.535 0.622  -1.04
C -1.660 3.381 -0.305  -0.19
C -0.943 3.275 -1.487  -0.24
C -1.440 3.869 -2.639  -0.20
C -2.641 4.565 -2.600  -0.19
C -3.329 4.702 -1.399  -0.19
C -2.835 4.120 -0.243  -0.25
C -1.822 -3.366 -0.329  -0.18
C -3.086 -3.939 -0.400  -0.24
C -3.435 -4.673 -1.525  -0.19
C -2.524 -4.846 -2.558  -0.19
C -1.254 -4.291 -2.467  -0.19
C -0.897 -3.555 -1.347  -0.25
H -2.462 -1.088 2.515  0.23
H -3.539 -2.043 1.503  0.24
H -3.250 -0.529 -0.380  0.23
H -1.701 -0.003 0.239  0.25
H -4.137 0.713 1.866  0.22
H -3.841 1.596 0.390  0.23
H -1.869 1.273 2.726  0.24
H -2.862 2.700 2.461  0.24
H -0.008 2.726 -1.503  0.24
H -0.880 3.801 -3.564  0.23
H -3.043 5.006 -3.503  0.23
H -4.250 5.269 -1.363  0.23
H -3.353 4.265 0.698  0.22
H -3.803 -3.829 0.405  0.22
H -4.420 -5.118 -1.588  0.23
H -2.805 -5.418 -3.434  0.23
H -0.536 -4.438 -3.264  0.22
H 0.089 -3.112 -1.258  0.25

---

C33H33N4O3P2S2Ti | ωB97M-V/def2-TZVPD

Results
Electronic energy = -110217.4314 eV
Largest force on an atom = 6.1 eV/Å
Spin multiplicity = 2
Energy above the lowest of the compared OMol25 structures with the same formula, charge and spin = 7.589 eV
Kohn-Sham gap (alpha / beta) = 0.1300 / 0.1622 Eh
Total charge = -2

Last column: Mulliken spin population.
Cartesian coordinates (Å):
Ti -0.604 -1.173 0.696  0.04
S 1.752 -0.503 0.633  0.00
P 1.250 0.686 -0.722  0.02
C -0.571 0.647 -0.462  -0.02
P -1.521 1.634 0.560  -0.01
S -0.676 0.914 2.088  0.04
C -1.049 3.398 0.639  0.01
C -0.509 3.965 1.798  0.00
C -0.190 5.320 1.830  0.00
C -0.408 6.119 0.711  0.00
C -0.946 5.562 -0.444  0.00
C -1.267 4.208 -0.478  0.00
C -3.330 1.465 0.303  0.00
C -3.845 0.775 -0.796  -0.01
C -5.220 0.681 -0.981  0.00
C -6.092 1.281 -0.071  0.00
C -5.582 1.975 1.020  0.00
C -4.203 2.070 1.206  0.00
C 1.886 0.319 -2.411  0.00
C 3.259 0.190 -2.622  0.00
C 3.752 -0.048 -3.903  0.00
C 2.875 -0.154 -4.978  0.00
C 1.505 -0.020 -4.774  0.00
C 1.011 0.217 -3.493  0.00
C 2.063 2.187 -0.011  0.00
C 1.951 3.395 -0.709  0.00
C 2.558 4.553 -0.230  0.00
C 3.283 4.524 0.952  0.00
C 3.406 3.329 1.657  0.00
C 2.805 2.172 1.179  0.00
H -0.336 3.360 2.676  0.00
H 0.230 5.755 2.729  0.00
H -0.158 7.173 0.738  0.00
H -1.117 6.182 -1.317  0.00
H -1.690 3.781 -1.381  0.00
H -3.181 0.306 -1.510  -0.01
H -5.616 0.141 -1.833  0.00
H -7.163 1.207 -0.216  0.00
H -6.257 2.443 1.727  0.00
H -3.814 2.613 2.058  0.00
H 3.947 0.274 -1.790  0.00
H 4.818 -0.150 -4.061  0.00
H 3.258 -0.337 -5.975  0.00
H 0.822 -0.099 -5.611  0.00
H -0.057 0.326 -3.347  0.00
H 1.390 3.430 -1.635  0.00
H 2.463 5.481 -0.782  0.00
H 3.754 5.424 1.328  0.00
H 3.973 3.301 2.580  0.00
H 2.924 1.261 1.747  0.00
N -0.555 -1.728 -1.279  0.00
C -1.493 -2.781 -1.666  0.00
C -1.676 -3.733 -0.463  -0.01
N -1.733 -2.914 0.744  -0.01
H -0.593 -0.787 -1.854  0.00
H 0.449 -1.968 -1.477  0.00
H -1.142 -3.326 -2.549  0.00
H -2.455 -2.319 -1.908  0.00
H -0.816 -4.400 -0.397  0.00
H -2.577 -4.347 -0.577  0.01
H -1.501 -3.417 1.684  0.01
H -2.703 -2.603 0.997  0.00
O -0.645 -1.709 2.532  0.17
N -0.064 -2.759 2.930  0.57
N 0.559 -3.411 1.919  -0.10
O 0.465 -2.842 0.651  -0.01
C 1.263 -4.583 2.106  -0.04
C 1.902 -5.239 1.037  0.07
C 2.609 -6.419 1.228  -0.04
C 2.702 -6.985 2.501  0.14
C 2.078 -6.355 3.577  -0.07
C 1.371 -5.174 3.383  0.13
H 1.839 -4.811 0.042  0.03
H 3.087 -6.893 0.379  0.00
H 3.254 -7.906 2.650  0.02
H 2.141 -6.781 4.572  -0.01
H 0.894 -4.702 4.234  0.07
O -2.193 -0.665 0.693  0.00

---

C33H33N5O3SSeSn | ωB97M-V/def2-TZVPD

Results
Electronic energy = -130361.5958 eV
Largest force on an atom = 0.4 eV/Å
Spin multiplicity = 1
Energy above the lowest of the compared OMol25 structures with the same formula, charge and spin = 0.958 eV
Kohn-Sham gap = 0.2561 Eh
Total charge = 0

Last column: Mulliken charge in e.
Cartesian coordinates (Å):
Sn 0.044 0.291 -0.095  1.18
O 2.627 -1.457 0.647  -0.27
S 1.879 -2.637 0.269  1.03
O 1.577 -3.562 1.335  -0.68
N 0.598 -2.137 -0.529  0.61
C -0.358 -3.081 -0.886  -0.04
C -0.152 -4.444 -0.959  -0.30
C -1.164 -5.324 -1.385  -1.17
C -2.402 -4.869 -1.721  -0.93
C -2.678 -3.488 -1.612  1.06
C -3.959 -2.960 -1.879  -0.69
C -4.195 -1.634 -1.685  -1.34
C -3.142 -0.824 -1.231  -0.31
N -1.922 -1.258 -1.016  0.49
C -1.667 -2.588 -1.197  -0.52
C 2.916 -3.507 -0.885  -0.22
C 2.688 -3.440 -2.250  0.24
C 3.567 -4.076 -3.116  -0.89
C 4.663 -4.762 -2.614  -0.46
C 4.880 -4.830 -1.244  -0.72
C 4.003 -4.205 -0.372  -0.53
H 0.805 -4.858 -0.678  0.57
H -0.941 -6.381 -1.441  0.41
H -3.185 -5.541 -2.050  0.39
H -4.745 -3.631 -2.205  0.43
H -5.169 -1.198 -1.862  0.42
H -3.332 0.211 -1.010  0.60
H 1.830 -2.898 -2.625  0.37
H 3.395 -4.034 -4.184  0.42
H 5.349 -5.252 -3.293  0.39
H 5.735 -5.367 -0.854  0.42
H 4.143 -4.258 0.700  0.44
C 2.874 0.094 -2.253  -1.28
N 2.398 1.065 -1.269  1.08
C 3.423 1.314 -0.252  -1.10
C 2.083 2.313 -1.958  -1.44
C 0.666 2.413 -2.460  0.87
C 0.416 3.356 -3.456  -1.06
C -0.879 3.667 -3.830  -0.46
C -1.932 3.060 -3.163  -0.97
C -1.667 2.111 -2.186  0.00
C -0.369 1.714 -1.837  0.17
H 3.760 0.474 -2.782  0.40
H 2.089 -0.097 -2.987  0.25
H 3.139 -0.832 -1.758  0.25
H 4.321 1.764 -0.699  0.36
H 3.695 0.384 0.233  0.20
H 3.028 1.999 0.501  0.31
H 2.791 2.470 -2.784  0.36
H 2.235 3.139 -1.258  0.43
H 1.250 3.867 -3.925  0.39
H -1.065 4.389 -4.615  0.37
H -2.955 3.332 -3.393  0.42
H -2.510 1.711 -1.646  0.11
Se 1.843 -1.623 3.749  0.33
N 0.877 -0.244 3.252  -0.30
C 1.580 0.841 3.552  0.55
C 1.167 2.179 3.271  -0.37
C 1.986 3.201 3.626  -0.64
C 3.243 2.968 4.271  -0.52
C 3.677 1.713 4.548  -0.69
C 2.850 0.605 4.194  0.74
N 3.155 -0.670 4.416  -0.84
H 0.225 2.351 2.766  0.42
H 1.688 4.220 3.414  0.41
H 3.856 3.819 4.537  0.38
H 4.631 1.529 5.022  0.44
C -3.626 1.533 3.104  -1.36
C -2.778 0.693 2.185  0.89
C -2.405 -0.701 2.609  -0.27
O -2.344 1.169 1.153  -0.61
H -4.286 0.930 3.724  0.41
H -4.193 2.258 2.524  0.34
H -2.951 2.086 3.763  0.28
H -3.005 -1.067 3.438  0.47
H -1.349 -0.671 2.901  -0.23
H -2.477 -1.377 1.758  0.09